The following is a quantum chemistry calculation of a cluster of 8 separate species, C17H37FIN17O9PS in total, from the Open Molecules 2025 dataset.

Last column: Löwdin charge in e.
Cartesian coordinates (Å):
C (-0.080, 0.537, -2.959)  0.03
C (-0.898, -0.439, -3.464)  -0.13
C (-1.351, -1.565, -2.530)  -0.12
C (-0.113, -2.390, -2.273)  -0.13
C (0.638, -2.142, -1.119)  -0.14
F (0.176, -1.209, -0.318)  0.13
C (1.810, -2.848, -0.853)  -0.04
C (2.577, -2.576, 0.415)  -0.41
O (3.348, -3.332, 0.896)  0.14
O (2.315, -1.356, 1.056)  -0.02
N (1.427, -1.695, 2.124)  0.04
C (0.748, -0.726, 2.473)  -0.70
S (-0.229, 0.459, 2.675)  0.88
C (2.205, -3.801, -1.812)  -0.58
I (3.962, -4.929, -1.649)  1.09
C (1.423, -4.022, -2.918)  -0.19
N (0.291, -3.329, -3.146)  -0.07
P (-0.625, -3.726, -4.665)  0.83
N (-0.187, -5.140, -5.142)  -0.25
H (0.921, 0.644, -3.378)  0.07
H (-0.407, 1.195, -2.151)  0.05
H (-1.226, -0.438, -4.503)  0.11
H (-2.165, -2.159, -2.943)  0.09
H (-1.696, -1.119, -1.594)  0.13
H (1.742, -4.772, -3.632)  0.09
H (-1.981, -3.742, -4.312)  0.04
H (-0.372, -2.713, -5.615)  0.03
H (0.207, -5.094, -6.077)  0.00
C (-1.926, -4.951, 2.166)  -0.69
O (-2.422, -5.943, 1.672)  0.04
N (-2.529, -4.241, 3.166)  0.15
N (-0.710, -4.461, 1.753)  0.15
H (-2.133, -3.422, 3.585)  0.09
H (-3.418, -4.574, 3.491)  0.11
H (-0.244, -4.967, 1.024)  0.09
H (-0.273, -3.645, 2.140)  0.06
C (-1.749, 4.037, -2.011)  -0.66
O (-1.980, 2.847, -2.181)  0.01
N (-2.734, 4.966, -1.944)  0.17
N (-0.475, 4.528, -1.879)  0.14
H (-2.566, 5.947, -1.815)  0.11
H (-3.679, 4.643, -2.043)  0.11
H (0.279, 3.868, -1.923)  0.10
H (-0.265, 5.500, -1.738)  0.10
C (0.149, 3.747, 5.835)  -0.69
O (0.195, 4.356, 6.882)  0.05
N (-0.674, 4.155, 4.800)  0.13
N (0.886, 2.628, 5.596)  0.17
H (-0.745, 3.692, 3.914)  0.08
H (-1.221, 4.980, 4.967)  0.10
H (1.488, 2.310, 6.335)  0.11
H (0.846, 2.106, 4.743)  0.03
C (-2.991, 1.133, 5.961)  -0.66
O (-1.829, 0.775, 6.095)  0.00
N (-3.313, 2.409, 5.610)  0.17
N (-4.043, 0.284, 6.146)  0.16
H (-4.253, 2.730, 5.476)  0.10
H (-2.546, 3.053, 5.488)  0.07
H (-3.831, -0.660, 6.409)  0.10
H (-5.002, 0.558, 6.043)  0.10
C (1.391, -1.374, 7.466)  -0.69
O (1.531, -0.824, 8.541)  0.04
N (0.482, -0.949, 6.535)  0.15
N (2.137, -2.467, 7.100)  0.14
H (0.355, -1.391, 5.647)  0.07
H (-0.092, -0.153, 6.765)  0.06
H (2.811, -2.802, 7.763)  0.10
H (2.041, -2.938, 6.222)  0.08
C (0.476, 6.577, -5.232)  -0.69
O (-0.677, 6.941, -5.087)  0.02
N (1.006, 5.546, -4.500)  0.14
N (1.327, 7.163, -6.124)  0.15
H (1.950, 5.223, -4.590)  0.09
H (0.391, 5.104, -3.840)  0.05
H (0.965, 7.922, -6.672)  0.11
H (2.279, 6.879, -6.256)  0.09
C (2.385, -1.658, -6.248)  -0.66
O (1.238, -1.232, -6.161)  -0.01
N (2.807, -2.717, -5.490)  0.17
N (3.304, -1.125, -7.088)  0.17
H (3.730, -3.110, -5.521)  0.11
H (2.120, -3.102, -4.872)  0.03
H (3.013, -0.349, -7.655)  0.12
H (4.244, -1.463, -7.172)  0.11

HOMO level   -11.079 eV
Total charge   +1
ΔE to the lowest compared entry with this formula, charge and spin   0.0 kJ/mol
Molar mass   832.54 g/mol

The following is a quantum chemistry calculation of a cluster of 3 separate species, C44H48N2O7P in total, from the Open Molecules 2025 dataset.

Last column: Löwdin charge in e.
Cartesian coordinates (Å):
C (-2.126, 1.083, 4.552)  0.03
C (-2.845, 1.569, 3.560)  -0.10
C (-2.223, 2.138, 2.291)  -0.44
C (-2.706, 3.621, 2.191)  0.00
C (-4.177, 3.774, 1.846)  -0.47
O (-4.457, 4.373, 0.870)  0.16
N (-5.204, 3.247, 2.689)  -0.20
C (-6.110, 2.330, 1.980)  -0.06
C (-5.902, 4.305, 3.435)  -0.05
C (-2.780, 1.450, 1.034)  -0.01
N (-1.898, 0.353, 0.489)  0.13
C (-0.985, -0.147, 1.573)  -0.27
C (-0.192, -1.353, 1.032)  -0.13
C (-0.404, -2.568, 1.974)  -0.18
C (-1.758, -3.209, 1.644)  -0.16
C (-2.456, -3.884, 2.855)  -0.24
O (-1.630, -4.009, 4.005)  -0.07
C (-0.116, 1.020, 1.980)  -0.42
P (1.047, 0.589, 3.405)  0.96
C (1.802, 2.246, 3.786)  -0.25
C (2.463, -0.427, 2.768)  -0.27
O (-0.820, 2.212, 2.357)  -0.08
H (-2.508, 0.182, 5.015)  0.08
H (-1.213, 1.539, 4.902)  0.05
H (-3.923, 1.521, 3.677)  0.10
H (-2.422, 4.189, 3.076)  0.15
H (-2.148, 4.053, 1.360)  0.13
H (-5.871, 1.305, 2.298)  0.07
H (-5.966, 2.357, 0.899)  0.09
H (-7.146, 2.493, 2.257)  0.09
H (-5.187, 4.760, 4.120)  0.09
H (-6.637, 3.822, 4.071)  0.09
H (-6.363, 5.048, 2.780)  0.10
H (-2.930, 2.163, 0.225)  0.15
H (-3.760, 1.036, 1.262)  0.13
H (-2.506, -0.422, 0.222)  0.17
H (-1.359, 0.708, -0.301)  0.19
H (-1.610, -0.511, 2.385)  0.14
H (-0.644, -1.636, 0.075)  0.11
H (0.857, -1.140, 0.854)  0.10
H (-0.430, -2.164, 2.989)  0.10
H (0.423, -3.268, 1.924)  0.12
H (-2.464, -2.486, 1.220)  0.09
H (-1.595, -3.977, 0.885)  0.11
H (-3.334, -3.309, 3.152)  0.11
H (-2.818, -4.879, 2.593)  0.12
H (-1.108, -4.815, 3.898)  0.10
H (0.533, 1.263, 1.119)  0.11
H (1.830, 2.800, 2.842)  0.03
H (1.155, 2.828, 4.432)  0.03
H (2.815, 2.149, 4.161)  0.04
H (3.352, -0.124, 3.319)  0.04
H (2.640, -0.336, 1.695)  0.03
H (2.286, -1.465, 3.035)  0.03
C (0.245, -8.623, -5.502)  -0.05
C (0.808, -8.426, -4.245)  -0.05
C (0.442, -7.329, -3.484)  0.00
C (-0.481, -6.416, -3.980)  -0.09
C (-1.029, -6.603, -5.253)  -0.08
C (-0.671, -7.714, -6.005)  0.01
C (-1.983, -5.614, -5.822)  -0.27
O (-2.465, -5.773, -6.923)  0.12
C (-2.329, -4.413, -5.010)  -0.07
C (-3.175, -3.449, -5.547)  0.01
C (-3.516, -2.335, -4.802)  -0.05
C (-3.019, -2.182, -3.511)  -0.07
C (-2.173, -3.137, -2.973)  -0.02
C (-1.817, -4.251, -3.723)  -0.08
C (-0.878, -5.254, -3.146)  -0.28
O (-0.445, -5.118, -2.018)  0.09
H (0.526, -9.486, -6.091)  0.11
H (1.532, -9.132, -3.859)  0.11
H (0.876, -7.179, -2.504)  0.12
H (-1.105, -7.865, -6.984)  0.12
H (-3.562, -3.571, -6.550)  0.13
H (-4.170, -1.583, -5.224)  0.11
H (-3.295, -1.312, -2.927)  0.09
H (-1.786, -3.011, -1.969)  0.10
C (2.087, 2.849, -1.035)  -0.07
C (2.183, 3.531, -2.244)  -0.05
C (3.377, 4.129, -2.609)  0.01
C (4.476, 4.058, -1.762)  -0.07
C (4.371, 3.394, -0.541)  -0.08
C (3.178, 2.781, -0.186)  -0.01
C (5.521, 3.344, 0.405)  -0.27
O (5.421, 2.759, 1.466)  0.10
C (6.781, 4.032, 0.023)  -0.09
C (7.847, 4.046, 0.914)  0.00
C (9.031, 4.672, 0.564)  -0.05
C (9.160, 5.280, -0.681)  -0.05
C (8.099, 5.274, -1.571)  0.00
C (6.904, 4.659, -1.220)  -0.08
C (5.762, 4.691, -2.174)  -0.27
O (5.866, 5.221, -3.259)  0.12
H (1.153, 2.375, -0.755)  0.08
H (1.326, 3.595, -2.903)  0.11
H (3.456, 4.656, -3.551)  0.13
H (3.104, 2.256, 0.759)  0.10
H (7.750, 3.571, 1.880)  0.12
H (9.859, 4.687, 1.261)  0.11
H (10.089, 5.763, -0.954)  0.11
H (8.197, 5.751, -2.537)  0.12

HOMO level   -10.756 eV
Total charge   +1
Molar mass   747.85 g/mol

The following is a quantum chemistry calculation of a structure of composition C9H9BBr2O7S, from the Open Molecules 2025 dataset.

Last column: natural (NBO) charge in e.
Cartesian coordinates (Å):
C (-1.221, 1.385, 0.351)  -0.68
C (-1.956, 1.860, -0.885)  -0.09
Br (-2.741, 3.616, -0.739)  0.07
C (-2.092, 1.152, -1.978)  0.14
Br (-3.067, 1.872, -3.473)  0.07
O (-1.568, -0.121, -2.062)  -0.69
S (-0.043, -0.239, -2.748)  1.79
O (0.882, 0.469, -1.893)  -0.95
O (-0.052, 0.639, -4.112)  -0.89
B (0.749, 1.821, -3.955)  1.29
O (2.070, 1.824, -4.240)  -0.88
O (0.081, 2.955, -3.536)  -0.93
H (-1.022, 2.258, 0.981)  0.23
H (-1.905, 0.747, 0.924)  0.26
H (-0.282, 0.873, 0.137)  0.25
H (2.357, 2.734, -4.400)  0.50
H (0.469, 3.292, -2.715)  0.51
C (0.068, -1.904, 4.052)  -0.22
C (1.244, -2.511, 4.193)  -0.23
C (2.047, -2.917, 3.013)  0.47
O (3.117, -3.471, 3.141)  -0.48
C (1.489, -2.619, 1.671)  -0.21
C (0.314, -2.012, 1.531)  -0.24
C (-0.489, -1.607, 2.710)  0.48
O (-1.559, -1.051, 2.581)  -0.50
H (-0.533, -1.601, 4.900)  0.23
H (1.666, -2.736, 5.164)  0.23
H (2.090, -2.921, 0.823)  0.23
H (-0.110, -1.787, 0.560)  0.23

HOMO level   -9.228 eV
Molar mass   431.85 g/mol

The following is a quantum chemistry calculation of a cluster of 2 separate species, C3H2N4 in total, from the Open Molecules 2025 dataset.

Last column: natural (NBO) charge in e.
Cartesian coordinates (Å):
N (2.901, -0.184, 0.460)  -0.30
C (1.905, -0.204, -0.136)  0.25
C (0.685, -0.232, -0.885)  -0.48
C (-0.464, -0.542, -0.323)  0.44
N (-1.595, -0.670, 0.077)  -0.64
N (-1.070, 2.713, 1.244)  0.02
N (-0.393, 1.924, 0.879)  -0.02
H (0.237, -1.302, -1.356)  0.32
H (-2.070, -1.553, 0.068)  0.41

HOMO level   -9.851 eV
Structure (SMILES)   N#CC=C=N.N#N
ΔE to the lowest compared entry with this formula, charge and spin   195.4 kJ/mol
Molar mass   94.08 g/mol

Q: Number 2 is which compound?
A: C44H48N2O7P